Record 1
C30H40BrClF15NO6P2S | wB97M-V/def2-TZVPD

The geometry in XYZ format:
```
97
Properties=species:S:1:pos:R:3:forces:R:3:lowdin_charge:R:1
C -2.324687 2.428735 3.887817 -0.081 0.204 -0.282 -0.04
C -1.333822 2.084649 2.729907 -0.748 -0.380 0.579 -0.32
F -0.248741 2.988891 2.848136 -0.470 -0.716 -0.181 -0.08
C -0.832726 0.588308 2.783117 0.324 0.662 -0.216 -0.08
C 0.423906 0.462868 1.890317 0.792 -0.535 -0.500 -0.07
C 0.295449 0.029631 0.495039 0.752 0.012 0.109 -0.15
C -1.075606 -0.304798 -0.136840 0.296 0.090 -0.976 -0.17
C -1.246702 -1.802154 -0.592428 -0.706 -0.037 -0.180 -0.19
C -2.781259 -2.168099 -0.743139 0.938 -0.281 -0.315 -0.06
C -3.488632 -1.365227 -1.877258 -0.300 -0.698 0.325 -0.38
F -2.611332 -0.724904 -2.729451 -0.784 -0.313 0.926 0.09
F -4.361934 -0.443733 -1.315787 0.955 -0.465 -0.761 0.08
C -4.373489 -2.274333 -2.826529 -0.084 1.539 -0.640 -0.49
F -5.410627 -2.816988 -2.151035 1.115 0.045 -0.709 0.16
F -4.875792 -1.443822 -3.796014 0.147 -0.936 0.915 0.12
F -3.631719 -3.203256 -3.474734 -0.767 0.391 0.972 0.15
C 1.478007 -0.080213 -0.316456 0.844 0.762 1.659 -0.48
Br 1.421400 -0.655992 -2.190943 -0.254 0.391 1.125 0.82
C 2.818102 0.259504 0.184160 -2.353 -0.318 0.121 -0.29
P 4.393265 0.169834 -0.838351 1.684 0.948 0.791 0.86
N 4.558800 -1.507494 -1.258421 -1.508 0.286 0.245 -0.19
O 4.139903 1.077332 -2.236924 -0.343 -1.920 0.359 -0.36
C 2.890904 0.714220 1.543068 -0.654 -0.017 0.265 -0.07
C 1.712560 0.803803 2.410379 0.419 -0.204 -1.449 -0.01
C 1.949565 1.313863 3.866743 0.995 0.470 -1.816 -0.31
O 1.367079 0.877857 4.816748 -0.146 0.052 0.190 0.11
C 3.034127 2.442596 3.961682 -1.872 -1.210 -0.424 -0.25
P 2.742369 3.804623 5.210181 1.309 0.434 1.266 0.69
O 1.897446 3.176297 6.515895 -0.324 0.857 -2.108 -0.34
Cl 1.369474 5.188074 4.365320 0.198 -1.031 0.167 0.23
C 4.112174 2.381687 3.145615 0.148 0.704 0.502 -0.11
C 5.220336 3.498339 3.133871 0.177 -1.245 -1.259 -0.13
C 4.616651 4.761473 2.433063 -0.700 -0.578 0.511 -0.06
C 5.378455 6.109828 2.500431 -1.451 -0.329 -1.807 -0.38
F 4.478434 7.095929 2.865509 1.316 -0.748 0.320 0.09
F 5.704194 6.445252 1.182692 0.191 -0.361 1.236 0.08
C 6.728649 6.212657 3.285941 1.651 1.681 -1.855 -0.39
F 7.324013 7.366560 2.816480 -0.923 -0.820 0.669 0.09
F 7.635423 5.252077 2.957991 -1.599 0.303 0.496 0.13
S 6.650527 6.439489 5.143284 2.174 0.968 2.796 0.88
F 6.111603 7.965553 5.017014 -0.226 -1.702 -0.295 -0.14
F 8.170152 7.065406 5.087474 -1.282 -0.666 0.142 -0.16
F 7.372098 4.987586 5.404883 -1.380 0.950 -0.385 -0.16
F 5.173320 5.823141 5.279686 1.139 0.458 -0.460 -0.18
F 6.658637 6.645769 6.751282 -0.068 -0.205 -1.367 -0.14
C 4.243354 1.152528 2.187814 -1.616 0.631 0.362 -0.30
O 5.286235 0.596200 2.016473 0.235 0.010 0.024 0.10
H -1.775112 2.677413 4.828827 -0.245 -0.367 -0.813 0.08
H -3.023994 1.580214 4.105742 0.583 0.729 -0.310 0.09
H -2.915817 3.338532 3.607061 0.427 -0.838 0.285 0.09
H -1.809194 2.276969 1.733183 0.493 -0.081 0.771 0.15
H -0.632197 0.288212 3.835930 0.061 0.308 -0.844 0.12
H -1.642604 -0.073099 2.404160 0.521 0.571 0.299 0.11
H -1.953248 -0.023960 0.486807 0.853 -0.136 -0.240 0.10
H -1.153046 0.325693 -1.065007 0.005 -0.460 0.837 0.12
H -0.810730 -2.014038 -1.600344 -0.140 0.429 1.020 0.06
H -0.737501 -2.496463 0.118058 -0.628 0.417 -0.418 0.12
H -2.800370 -3.244225 -1.057233 -0.190 0.820 0.518 0.13
H -3.341998 -2.022297 0.212128 0.334 -0.181 -0.879 0.14
H 5.145845 -1.994735 -0.580707 0.206 0.509 -0.250 0.03
H 3.656920 -1.997379 -1.224686 0.381 0.068 -0.390 -0.02
H 4.089812 0.457387 -2.991167 -0.218 0.500 0.187 0.03
H 0.958442 3.369787 6.318549 0.235 -0.551 0.468 0.03
H 6.029970 3.091849 2.470589 -0.519 0.374 0.735 0.13
H 5.672705 3.645781 4.136319 -0.628 0.043 -0.564 0.10
H 4.437887 4.503698 1.357007 0.369 0.422 0.860 0.15
H 3.589897 4.929923 2.850396 1.009 0.184 -0.280 0.07
C 2.271531 -4.860925 0.233081 0.082 -0.076 -0.196 -0.08
C 0.984494 -5.507072 0.715731 0.065 0.042 0.009 -0.28
O -0.070418 -5.447501 -0.231766 -0.198 0.170 0.065 -0.17
C 0.158604 -6.102274 -1.469870 0.007 -0.103 -0.075 -0.28
C 0.399197 -7.595613 -1.333649 0.149 -0.018 0.160 -0.08
H 2.083369 -3.837446 -0.099979 -0.035 0.027 0.065 0.06
H 3.012048 -4.841028 1.034907 -0.051 0.008 -0.007 0.08
H 2.706104 -5.404738 -0.608410 0.038 -0.008 0.063 0.07
H 0.630450 -4.971119 1.598373 -0.158 -0.015 -0.094 0.12
H 1.157440 -6.541618 1.029744 0.070 -0.009 -0.042 0.11
H 0.980511 -5.619151 -2.009407 0.053 -0.051 0.009 0.11
H -0.740511 -5.943443 -2.068735 -0.024 0.121 0.149 0.12
H 1.329448 -7.806189 -0.802139 0.013 -0.023 -0.079 0.07
H 0.465627 -8.061211 -2.318451 -0.024 0.034 0.029 0.08
H -0.411306 -8.065302 -0.773422 -0.027 0.027 -0.071 0.08
C -9.878036 -0.664022 -7.006327 0.165 0.114 0.059 -0.08
C -9.518984 -2.118626 -7.257141 -0.048 0.066 0.020 -0.28
O -8.389998 -2.288300 -8.097366 -0.019 -0.100 -0.193 -0.16
C -7.168019 -1.746130 -7.623852 0.066 -0.037 0.068 -0.28
C -6.700119 -2.351272 -6.311583 -0.174 0.009 0.090 -0.08
H -9.996013 -0.129037 -7.950963 -0.049 -0.064 0.017 0.08
H -10.810494 -0.594407 -6.442967 0.025 -0.022 -0.032 0.08
H -9.103307 -0.150125 -6.433352 -0.065 -0.014 0.046 0.07
H -10.352596 -2.604393 -7.767245 0.147 -0.060 -0.105 0.12
H -9.376092 -2.656693 -6.313714 0.008 0.066 0.055 0.11
H -7.239011 -0.655473 -7.550086 0.004 0.008 0.083 0.11
H -6.423488 -1.956387 -8.394092 -0.173 -0.044 -0.088 0.12
H -7.378175 -2.105700 -5.491593 0.083 0.047 0.026 0.07
H -5.711383 -1.973792 -6.049981 -0.044 -0.017 -0.052 0.06
H -6.656084 -3.439820 -6.385062 0.046 0.028 -0.055 0.09
```
Forces are in eV/Å.

The SMILES is C[C@@H](F)Cc1c(CCCC(F)(F)C(F)(F)F)c(Br)c(P(N)O)c2c1C(=O)C(P(O)Cl)=C(CCC(F)(F)C(F)(F)S(F)(F)(F)(F)F)C2=O.CCOCC.CCOCC. The value obtained for the electronic energy is -7286.34582 hartree. As for the energy above the lowest of the compared OMol25 structures with the same formula, charge and spin: 285.7 kJ/mol. The value obtained for the HOMO energy is -8.60 eV. As for the net charge: 0. Its lowest unoccupied orbital energy is -1.3 eV.

***

Record 2
C7H17FO4SSi | wB97M-V/def2-TZVPD

The geometry in XYZ format:
```
31
Properties=species:S:1:pos:R:3:forces:R:3:lowdin_charge:R:1
C -1.609241 -1.717357 3.534016 -0.101 -0.019 -0.068 -0.10
C -0.230022 -2.058347 2.978446 -0.027 -0.019 0.012 -0.25
C 0.016516 -1.468287 1.584617 0.007 0.055 -0.072 -0.20
C -0.420732 -2.407505 0.471622 -0.103 0.041 0.007 -0.23
O 0.041223 -1.983415 -0.820916 -0.065 0.090 0.042 -0.24
Si -0.071013 -0.530026 -1.524468 0.052 -0.096 -0.064 0.63
C 1.308445 0.667922 -1.089539 0.091 -0.078 -0.063 -0.29
O 0.835784 1.994994 -1.037021 -0.108 -0.010 -0.038 -0.23
C 1.768085 2.977831 -1.479035 0.105 -0.087 0.021 -0.26
C 1.635850 3.247419 -2.972138 -0.044 -0.002 -0.086 -0.07
S -2.074528 0.329190 -0.933948 0.043 0.135 -0.116 0.55
O -2.021079 1.417633 -0.012645 -0.098 -0.168 0.001 -0.30
O -2.994205 -0.752956 -0.747463 0.071 0.065 0.042 -0.32
F -2.483930 0.977110 -2.341377 0.038 0.015 0.117 -0.23
H -1.747451 -0.636098 3.598397 0.037 -0.018 0.014 0.08
H -1.754910 -2.135046 4.531067 0.021 -0.007 -0.022 0.07
H -2.405036 -2.104939 2.893334 0.029 0.003 0.007 0.08
H 0.538324 -1.704751 3.669292 -0.030 0.044 -0.039 0.11
H -0.113404 -3.146107 2.929681 0.037 0.025 0.035 0.11
H 1.073382 -1.228727 1.436327 0.006 -0.131 0.073 0.11
H -0.536381 -0.524100 1.497735 0.089 0.031 -0.008 0.10
H -0.015761 -3.408137 0.626832 0.048 0.049 -0.026 0.13
H -1.509579 -2.474320 0.422824 0.027 -0.089 0.070 0.11
H -0.190987 -0.719515 -2.976406 -0.072 0.031 0.018 0.02
H 1.802963 0.367799 -0.156321 -0.014 0.083 -0.004 0.09
H 2.047249 0.538020 -1.895856 0.019 -0.014 0.054 0.09
H 2.781518 2.643993 -1.229798 0.008 0.102 0.040 0.12
H 1.563446 3.874502 -0.894298 -0.105 -0.020 -0.042 0.12
H 2.277767 2.600989 -3.573120 -0.046 -0.033 0.026 0.07
H 1.886191 4.281435 -3.212647 0.086 -0.033 0.031 0.07
H 0.601515 3.080798 -3.277194 0.002 0.058 0.037 0.08
```
Forces are in eV/Å.

The SMILES is CCCCO[Si@H](COCC)S(=O)(=O)F. The value obtained for the electronic energy is -1365.43217 hartree. The value obtained for the HOMO energy is -10.15 eV. As for the net charge: 0. Its lowest unoccupied orbital energy is 0.7 eV.

***

Record 3
C8H12NO | wB97M-V/def2-TZVPD

The geometry in XYZ format:
```
22
Properties=species:S:1:pos:R:3:forces:R:3:lowdin_charge:R:1
C 1.316328 0.780566 -2.595248 0.730 -0.913 3.036 -0.04
C 0.153573 0.423947 -1.893700 -2.529 -0.308 -0.055 -0.01
C 2.323934 0.714887 -1.684490 2.209 1.594 -0.677 -0.10
C 0.491025 0.166072 -0.594629 0.802 1.443 -0.441 -0.24
C -2.206598 1.297780 1.202704 1.253 2.619 2.677 0.05
C -1.703599 0.184991 0.751437 -0.332 -0.565 -1.589 -0.17
C -0.367875 -2.108118 0.278098 -1.344 2.344 1.608 0.06
C -0.271991 -0.200989 0.622674 -1.136 -4.491 -1.865 -0.36
N 0.523960 -0.051032 1.821880 2.826 0.816 1.949 0.21
O 1.891455 0.366975 -0.449953 -2.021 -0.348 -0.102 0.00
H 1.304385 0.980799 -3.588606 0.491 0.762 -2.643 0.09
H -0.867887 0.419813 -2.425781 1.687 -0.164 1.431 0.17
H 3.394541 1.117737 -1.715753 -1.766 -1.098 -0.036 0.16
H -3.267102 1.590004 1.292046 0.733 -0.455 -0.328 0.09
H -1.457978 1.999625 1.749285 -1.493 -0.761 -1.071 0.10
H -2.371137 -0.491834 0.255606 -0.233 -0.422 -0.170 0.11
H 0.706413 -2.389613 0.362564 -0.934 -0.234 -0.182 0.07
H -0.756372 -2.054047 -0.769838 0.529 -0.362 1.052 0.07
H -1.145629 -2.646684 1.012795 2.037 1.214 -1.583 0.12
H 1.080657 -0.951364 1.886124 -0.301 1.502 0.255 0.18
H -0.001340 0.052574 2.735560 0.305 -0.133 -1.424 0.20
H 1.231239 0.797911 1.747225 -1.511 -2.042 0.155 0.23
```
Forces are in eV/Å.

The value obtained for the electronic energy is -441.65307 hartree. As for the energy above the lowest of the compared OMol25 structures with the same formula, charge and spin: 246.6 kJ/mol. The value obtained for the HOMO energy is -12.16 eV. As for the net charge: +1. Its lowest unoccupied orbital energy is -3.5 eV.

***

Record 4
C15H35N3O5Pt | wB97M-V/def2-TZVPD

The geometry in XYZ format:
```
59
Properties=species:S:1:pos:R:3:forces:R:3:lowdin_spin:R:1
Pt 0.633600 0.418821 -0.234588 1.931 -1.097 -2.188 1.56
C 1.746240 0.103471 -4.658691 0.238 0.608 0.484 0.00
C 0.450477 0.108738 -3.836344 0.368 0.959 2.034 0.01
C -0.295131 -1.164182 -4.011366 -0.423 -1.348 0.316 0.00
O 0.591268 0.521055 -2.428798 0.316 -0.429 -1.654 0.14
H 1.529642 -0.072329 -5.712386 -0.152 0.117 -0.096 0.00
H 2.524339 -0.609567 -4.386217 -0.280 -0.293 0.430 0.00
H 2.203990 1.086117 -4.544797 0.066 0.081 -0.174 0.00
H -0.177862 0.891021 -4.262147 -0.086 0.278 -0.381 0.00
H 0.175368 -2.001628 -3.496193 0.287 0.037 0.350 0.00
H -0.327721 -1.507190 -5.045487 -0.238 0.305 -0.261 0.00
H -1.304851 -1.084584 -3.608603 -0.142 0.036 -0.090 0.00
C 4.323103 -1.368045 1.491859 1.602 0.638 -0.464 0.01
C 2.881131 -1.100950 1.659951 -2.624 -0.422 0.016 0.01
C 2.606160 -1.203179 3.173613 -0.060 1.229 -0.552 0.00
O 2.334124 0.035400 1.013269 0.982 -0.346 0.909 0.11
H 4.586547 -2.326703 1.938696 -0.107 -0.245 -0.257 0.00
H 4.945242 -0.657599 2.036210 0.046 0.408 -0.063 0.00
H 4.608187 -1.331195 0.440450 0.105 -0.145 -0.010 0.00
H 2.433921 -2.025415 1.294601 -0.637 -0.320 -0.694 0.00
H 3.199755 -0.386755 3.584947 0.089 -0.135 0.650 0.00
H 2.915936 -2.182968 3.537144 -0.022 0.118 0.243 0.00
H 1.565113 -0.983442 3.410342 -0.088 -0.235 -0.032 0.00
C -1.908646 1.355608 1.603473 0.990 -0.621 0.431 0.01
O -1.055252 0.898111 0.861161 -1.851 1.009 0.469 0.04
N -2.177696 0.739011 2.747378 -0.356 -0.799 2.350 0.00
C -3.009716 1.262332 3.772735 -1.981 1.621 0.689 0.00
C -1.612909 -0.532948 3.168970 0.422 -0.988 -1.078 0.00
H -2.489877 2.279591 1.459834 0.199 -0.031 -0.279 0.00
H -3.168761 2.337690 3.692751 0.246 0.146 -0.255 0.00
H -2.715472 1.108154 4.810879 0.901 -0.201 -0.285 0.00
H -4.023986 0.863131 3.774814 -0.166 -0.402 -0.375 0.00
H -0.610129 -0.489730 3.594021 0.146 0.400 -0.337 0.00
H -2.206759 -1.044839 3.926207 -0.462 0.494 -0.071 0.00
H -1.621387 -1.185775 2.296131 0.456 -0.076 -0.016 0.00
C 0.871543 3.948927 -0.474262 -1.167 -0.055 -0.358 0.00
O 0.877734 2.742417 -0.274114 0.268 1.275 -0.195 0.04
N -0.014715 4.619987 -1.285045 0.966 -0.317 0.538 0.00
C -0.174398 6.076175 -1.183524 -0.108 -0.520 -0.133 0.00
C -1.111589 3.949483 -1.976261 0.399 0.221 -0.237 0.00
H 1.550295 4.645077 0.042326 0.175 -0.143 -0.084 0.00
H -0.451539 6.459590 -2.165509 -0.077 0.015 0.044 0.00
H 0.716432 6.625186 -0.878400 0.140 -0.440 0.137 0.00
H -0.978527 6.277952 -0.475874 -0.105 0.316 0.000 0.00
H -2.011975 4.002350 -1.364209 -0.204 -0.088 -0.072 0.00
H -1.251722 4.505933 -2.902996 -0.330 -0.011 -0.007 0.00
H -0.898021 2.921293 -2.268324 0.336 -0.058 0.450 0.00
C -1.038089 -2.640316 -0.659034 0.456 1.629 2.635 0.01
O -0.447898 -1.591738 -0.186552 -1.830 -4.632 -1.526 0.05
N -1.144332 -3.826919 0.014576 0.284 -1.450 0.492 0.00
C -2.140126 -4.905225 -0.333664 0.129 1.391 0.230 0.00
C -0.361586 -4.104363 1.273838 -0.498 2.098 -1.015 0.00
H -1.700153 -2.678754 -1.537888 0.537 0.559 -0.202 0.00
H -1.832466 -5.947874 -0.254100 1.056 0.285 -0.405 0.00
H -2.533029 -4.685251 -1.326302 -0.133 -0.199 0.119 0.00
H -2.928381 -4.892350 0.419061 -0.364 0.488 -0.139 0.00
H -0.603458 -5.048490 1.761914 0.181 -0.041 -0.630 0.00
H 0.676706 -3.904000 1.009438 0.157 -0.636 0.338 0.00
H -0.618692 -3.298317 1.961084 0.015 -0.040 0.261 0.00
```
Forces are in eV/Å.

The value obtained for the electronic energy is -1252.06747 hartree. As for the spin multiplicity: 3. As for the energy above the lowest of the compared OMol25 structures with the same formula, charge and spin: 262.5 kJ/mol. The value obtained for the HOMO energy (spin up / spin down) is -6.55 / -6.24 eV. As for the net charge: 0. Its lowest unoccupied orbital energy (spin up / spin down) is 0.3 / 0.3 eV.